No. 1
101
Properties=species:S:1:pos:R:3 method="wB97M-V/def2-TZVPD" largest_force_ev_per_a=1.95 s_squared=2.056 spin_multiplicity=3 e_above_lowest_kj_mol=147.60 total_charge=-1 lumo_energy_ha="0.0805 / 0.0801"
Mo 0.5073 1.7109 0.5938
O 4.7971 5.4932 1.3984
C 4.3886 5.0438 2.6837
C 3.2599 4.0095 2.5530
C 2.8713 3.6527 4.0124
O 2.2551 2.4185 4.2016
C 3.8492 2.8140 1.7944
Se 2.7450 1.2233 1.3545
C 2.1219 4.6743 1.7670
Se 0.3167 3.8937 1.9884
H 5.5063 6.1297 1.5058
H 4.0246 5.8886 3.2860
H 5.2382 4.5910 3.2141
H 2.2468 4.4653 4.4050
H 3.7986 3.6095 4.6002
H 1.2848 2.5203 4.1359
H 4.6895 2.4063 2.3601
H 4.2027 3.1643 0.8250
H 2.3523 4.6737 0.7025
H 2.0217 5.7121 2.0908
O 0.4211 1.3252 -5.5069
C 1.6911 1.1164 -4.8956
C 1.5707 1.2777 -3.3708
C 2.9260 0.9176 -2.7336
O 4.0524 1.4543 -3.4291
C 0.4607 0.3397 -2.8930
Se 0.5355 -0.3397 -1.0338
C 1.2207 2.7356 -3.1108
Se 1.0082 3.3165 -1.2226
H 0.5255 1.2479 -6.4572
H 2.4129 1.8486 -5.2758
H 2.0555 0.1013 -5.1194
H 3.0005 -0.1717 -2.6349
H 2.9690 1.3432 -1.7313
H 4.1941 0.9475 -4.2320
H 0.4730 -0.5771 -3.4854
H -0.5107 0.8144 -3.0339
H 0.2883 2.9840 -3.6171
H 2.0153 3.3785 -3.4918
C -4.0774 1.9635 -3.3670
C -5.1430 2.4955 -2.4099
C -5.9233 1.3595 -1.7507
C -4.5094 3.4224 -1.3539
N -3.4522 2.7873 -0.5983
C -2.1331 2.8371 -0.7983
N -1.5571 2.0674 0.0991
N -2.5602 1.5391 0.8436
N -3.6873 1.9640 0.4362
H -4.5295 1.3562 -4.1511
H -3.3494 1.3425 -2.8415
H -3.5344 2.7831 -3.8431
H -5.8474 3.1136 -2.9756
H -5.2852 0.7731 -1.0925
H -6.3434 0.6936 -2.5058
H -6.7422 1.7522 -1.1454
H -5.2709 3.7484 -0.6458
H -4.0767 4.2962 -1.8404
H -1.6306 3.4357 -1.5377
C 0.5633 -0.6518 4.0913
S -0.7545 0.3458 3.3852
O -0.7546 1.5945 4.1282
O -1.9763 -0.4088 3.4784
O -0.3521 0.5537 1.9427
H 0.1372 -1.6187 4.3374
H 0.9282 -0.1256 4.9672
H 1.3511 -0.7511 3.3510
O 0.0503 -2.1423 1.8793
P -0.1812 -3.3465 1.0685
C 1.2601 -3.7288 0.0308
C 1.2365 -4.5517 -1.0898
C 2.3715 -4.6809 -1.8750
C 3.5294 -3.9892 -1.5465
C 3.5510 -3.1565 -0.4369
C 2.4186 -3.0258 0.3510
C -1.6323 -3.2590 -0.0184
C -2.2068 -2.0017 -0.2031
C -3.2500 -1.8590 -1.1063
C -3.7541 -2.9625 -1.7768
C -3.2295 -4.2253 -1.5373
C -2.1623 -4.3718 -0.6653
C -0.5554 -4.7306 2.1915
C 0.2761 -5.8070 2.4631
C -0.0182 -6.6540 3.5246
C -1.1344 -6.4226 4.3129
C -1.9735 -5.3489 4.0389
C -1.6823 -4.5021 2.9838
H 0.3303 -5.0766 -1.3632
H 2.3496 -5.3135 -2.7541
H 4.4118 -4.0912 -2.1664
H 4.4400 -2.5868 -0.1995
H 2.4142 -2.3496 1.1968
H -1.8309 -1.1632 0.3676
H -3.6601 -0.8768 -1.3027
H -4.5706 -2.8408 -2.4786
H -3.6495 -5.0905 -2.0354
H -1.7516 -5.3577 -0.4760
H 1.1599 -5.9741 1.8578
H 0.6385 -7.4844 3.7537
H -1.3398 -7.0635 5.1614
H -2.8366 -5.1577 4.6635
H -2.2960 -3.6304 2.7851

No. 2
172
Properties=species:S:1:pos:R:3 method="wB97M-V/def2-TZVPD" largest_force_ev_per_a=8.01 total_charge=0 lumo_energy_ha=-0.0033
C 0.4081 1.7779 -3.0797
O 0.3243 3.1929 -2.7552
C -1.0455 3.5877 -2.4517
C -1.6882 2.8100 -1.1843
C -2.8530 1.8054 -1.6745
C -3.6450 1.0766 -0.4449
C -2.6280 0.4057 0.6060
C -3.3738 -0.2466 1.9114
C -2.2827 -0.2272 3.1020
C -2.8753 -0.6654 4.5499
C -1.6293 -1.3698 5.3416
C -0.2229 -0.6761 5.2132
C 1.0356 -1.3088 5.9000
C 0.8002 -2.6570 6.7215
C -0.5847 -3.3657 6.8755
S -0.6899 -4.9172 7.8712
C -1.8224 -2.6916 6.1541
C -3.2363 -3.4907 6.2970
C -3.0423 -4.8446 5.3936
C -3.5267 -4.6139 3.8407
C -2.2594 -4.7877 2.8273
C -2.7399 -4.9549 1.2715
O -1.6130 -5.3354 0.4366
C -1.4638 -4.4156 -0.6915
S 2.3621 -3.3742 7.4788
C 3.6085 -3.0578 6.1104
C 4.7099 -4.1060 5.7096
C 4.8438 -5.5270 6.4740
C 4.6466 -6.6746 5.3323
C 3.1191 -7.2204 5.2421
I 2.5686 -7.7697 3.1664
C 5.6498 -3.6795 4.4926
C 5.4570 -2.3048 3.7463
N 6.2995 -1.8849 2.5626
C 5.4766 -1.7216 1.5366
O 4.5570 -1.8456 0.6812
C 4.3523 -1.2446 4.1835
C 3.4255 -1.6523 5.3761
N 2.3795 -0.6966 5.8011
H -0.5141 1.3703 -3.6389
H 0.5427 1.1916 -2.0831
H 1.3448 1.5376 -3.7121
H -1.6709 3.3717 -3.4077
H -1.0373 4.7298 -2.3140
H -0.8133 2.2520 -0.6568
H -2.0424 3.6069 -0.4265
H -3.6503 2.3343 -2.3187
H -2.3344 0.9951 -2.3211
H -4.3183 0.2787 -0.9588
H -4.3077 1.8802 0.0446
H -1.9480 1.2431 1.0475
H -1.8932 -0.3384 0.1042
H -3.5411 -1.3661 1.6485
H -4.3609 0.2786 2.1643
H -1.4907 -1.0341 2.8221
H -1.7643 0.7889 3.2553
H -3.6657 -1.4884 4.4255
H -3.2904 0.2586 5.1403
H -0.0594 0.2859 4.5962
H -1.2676 -5.9511 7.1416
H -4.1237 -2.8577 5.9273
H -3.3558 -3.8015 7.4071
H -3.5689 -5.7648 5.8745
H -1.9274 -5.1526 5.3075
H -4.0108 -3.5882 3.6767
H -4.2353 -5.5040 3.6190
H -1.6369 -5.7288 3.0529
H -1.5401 -3.8943 2.8423
H -3.5433 -5.7957 1.1662
H -3.2597 -3.9807 0.9137
H -2.4676 -4.0383 -1.1008
H -0.7589 -3.5348 -0.4568
H -0.9654 -5.0167 -1.5503
H 5.8248 -5.6359 7.0643
H 3.9466 -5.6419 7.2001
H 5.0581 -6.3373 4.2978
H 5.2944 -7.6018 5.6125
H 3.0268 -8.1914 5.8719
H 2.3391 -6.4946 5.6656
H 6.4826 -4.3876 4.1075
H 4.2275 -0.2226 3.6617
H 2.3400 0.1438 5.2062
C -5.3725 -0.8238 -4.6619
S -5.0490 0.9445 -4.8415
O -5.1906 1.5663 -3.4879
C -6.5522 1.3174 -5.7694
H -4.5673 -1.2639 -4.0718
H -6.3240 -0.9796 -4.1494
H -5.3955 -1.2922 -5.6477
H -7.4309 1.0292 -5.1884
H -6.5370 0.7801 -6.7194
H -6.5815 2.3908 -5.9622
C -0.9136 4.3775 -5.9089
S -2.0740 4.5748 -7.2769
O -3.2232 3.6502 -7.0263
C -1.0218 3.8079 -8.5283
H -1.3821 4.7596 -5.0015
H -0.6702 3.3215 -5.7738
H -0.0065 4.9488 -6.1154
H -0.7721 2.7868 -8.2314
H -0.1110 4.3969 -8.6499
H -1.5661 3.7868 -9.4735
C 2.7791 7.2562 -4.8820
S 1.3845 7.9910 -5.7637
O 0.9610 7.0212 -6.8202
C 2.3387 9.2924 -6.5748
H 2.4188 6.3876 -4.3288
H 3.5456 6.9408 -5.5925
H 3.1924 7.9845 -4.1817
H 3.1325 8.8508 -7.1807
H 2.7664 9.9551 -5.8202
H 1.6674 9.8632 -7.2180
C -3.8441 6.4724 -11.1098
S -2.5839 5.4333 -11.8785
O -1.2489 5.9883 -11.4937
C -2.9195 5.9546 -13.5749
H -3.7911 6.3364 -10.0291
H -3.6627 7.5209 -11.3519
H -4.8317 6.1713 -11.4632
H -2.7948 7.0357 -13.6647
H -3.9368 5.6696 -13.8495
H -2.2126 5.4524 -14.2371
C -3.3748 -8.6748 2.9300
S -3.6465 -8.6502 1.1443
O -5.1119 -8.4602 0.9160
C -3.2794 -10.3981 0.8747
H -3.5875 -7.6804 3.3252
H -4.0410 -9.4014 3.3993
H -2.3337 -8.9307 3.1370
H -3.9525 -11.0174 1.4714
H -2.2420 -10.5993 1.1484
H -3.4238 -10.6222 -0.1832
C -3.8429 1.9225 7.6503
S -5.5141 2.1501 7.0031
O -5.5106 1.6922 5.5801
C -5.4668 3.9556 6.9901
H -3.6373 0.8525 7.7075
H -3.1172 2.3958 6.9856
H -3.7764 2.3569 8.6496
H -4.6407 4.3030 6.3661
H -5.3478 4.3246 8.0105
H -6.4090 4.3230 6.5809
C 9.8216 -2.3573 2.3575
S 11.0857 -3.4013 1.6028
O 12.4195 -2.8442 1.9931
C 10.7626 -2.8902 -0.0991
H 9.8670 -2.4867 3.4403
H 10.0054 -1.3097 2.1103
H 8.8361 -2.6604 1.9989
H 10.8888 -1.8098 -0.1948
H 9.7471 -3.1762 -0.3789
H 11.4736 -3.3970 -0.7534
C 12.1168 -0.4610 6.9160
S 11.6113 -1.1584 5.3282
O 10.3717 -1.9627 5.5665
C 12.9891 -2.3156 5.1835
H 11.3695 0.2709 7.2254
H 12.1828 -1.2509 7.6667
H 13.0833 0.0342 6.8054
H 13.0010 -2.9906 6.0422
H 13.9273 -1.7604 5.1288
H 12.8586 -2.8951 4.2682
C -4.2783 8.5735 -7.9341
S -5.9535 8.8027 -8.5701
O -5.9589 8.3476 -9.9955
C -5.9062 10.6082 -8.5780
H -4.0720 7.5035 -7.8812
H -3.5569 9.0488 -8.6019
H -4.2058 9.0050 -6.9340
H -5.0840 10.9574 -9.2062
H -5.7807 10.9741 -7.5572
H -6.8509 10.9769 -8.9801

No. 3
15
Properties=species:S:1:pos:R:3 method="wB97M-V/def2-TZVPD" largest_force_ev_per_a=1.48 e_above_lowest_kj_mol=151.40 total_charge=0 lumo_energy_ha=0.0397
C 0.2596 1.9498 -2.4892
C 0.4767 0.8154 -1.8287
C -0.0929 0.5697 -0.5009
C 0.3082 -0.4211 0.2870
C -0.1061 -0.7088 1.6946
N -0.6894 -2.0142 1.8967
H 0.3704 2.1848 -3.5323
H -0.1844 2.7471 -1.8931
H 1.0197 0.0248 -2.3242
H -0.7771 1.3450 -0.1753
H 0.8674 -1.2383 -0.1816
H -0.7908 0.0673 2.0378
H 0.8128 -0.5830 2.2866
H 0.0021 -2.6831 2.2003
H -1.4760 -2.0554 2.5221

No. 4
79
Properties=species:S:1:pos:R:3 method="wB97M-V/def2-TZVPD" largest_force_ev_per_a=1.09 total_charge=0 lumo_energy_ha=-0.0523
C 1.2851 -3.0570 -0.3527
C 1.1198 -1.6177 -0.7032
C 1.7588 -0.5709 -0.1478
P 2.9443 -0.6685 1.2072
S 2.0778 -0.4475 2.9427
C 1.4125 0.8006 -0.6528
O 2.2251 1.7076 -0.7202
C -0.0061 0.9915 -1.0808
C -0.6158 2.3520 -0.8400
O -1.8127 2.2705 -0.0612
C -1.6371 2.3280 1.2770
F -1.3696 3.5784 1.6948
F -2.7591 1.9224 1.8625
F -0.6232 1.5511 1.6961
C -0.6481 -0.0424 -1.6209
C -2.0775 -0.0841 -2.0665
O -2.7037 -1.2142 -1.4810
C -3.0526 -0.9794 -0.1505
O -4.1298 -1.8106 0.1721
C -4.6771 -1.4245 1.4287
C -5.8936 -0.4674 1.2824
O -6.4208 -0.4109 -0.0264
C 0.1179 -1.3131 -1.7762
O -0.0246 -2.0545 -2.7323
H 1.5090 -3.6394 -1.2457
H 0.3509 -3.4488 0.0549
H 2.0600 -3.2235 0.3903
H 3.6498 -1.8691 1.0578
H 3.8631 0.3571 0.9569
H 0.1270 2.9974 -0.3716
H -0.8692 2.8116 -1.7913
H -2.1294 -0.1961 -3.1479
H -2.6213 0.8217 -1.8067
H -2.2151 -1.2280 0.5248
H -3.3110 0.0770 0.0087
H -4.9767 -2.3287 1.9520
H -3.9070 -0.9152 2.0063
H -6.7061 -0.8221 1.9114
H -5.6094 0.5262 1.6413
H -5.7297 -0.1323 -0.6313
C -1.1854 -4.3751 5.2706
C -1.4095 -3.0333 4.6243
C -0.8251 -1.8413 5.3498
O -1.7064 -0.7861 4.9453
C -2.9045 -1.3360 4.6472
O -3.8897 -0.7145 4.4174
O -2.8103 -2.6866 4.6160
H -1.7912 -5.1382 4.7839
H -0.1367 -4.6602 5.1899
H -1.4638 -4.3504 6.3248
H -1.0737 -3.0471 3.5830
H 0.1965 -1.6042 5.0637
H -0.8903 -1.9496 6.4351
C 4.3540 3.7439 0.8961
C 5.5592 3.5355 1.7723
C 6.8984 3.8355 1.1371
O 7.7748 2.9501 1.8486
C 7.0394 1.8926 2.2713
O 7.4874 0.8950 2.7290
O 5.7189 2.1381 2.0867
H 3.4629 3.3253 1.3628
H 4.1857 4.8060 0.7180
H 4.4840 3.2429 -0.0638
H 5.4546 4.0766 2.7172
H 7.2244 4.8650 1.2584
H 6.9205 3.5638 0.0789
C -1.1739 -0.6554 -7.7869
C -0.4352 0.3670 -6.9646
C 0.7384 -0.1503 -6.1617
O 0.7765 0.7742 -5.0616
C -0.4750 1.2430 -4.8822
O -0.8285 1.8617 -3.9281
O -1.2719 0.8896 -5.9089
H -2.1009 -0.2348 -8.1739
H -0.5595 -0.9742 -8.6284
H -1.4289 -1.5282 -7.1849
H -0.1311 1.2150 -7.5844
H 1.6831 -0.1322 -6.6980
H 0.5575 -1.1502 -5.7610

Please write out number 3 again, unchanged.
15
Properties=species:S:1:pos:R:3 method="wB97M-V/def2-TZVPD" largest_force_ev_per_a=1.48 e_above_lowest_kj_mol=151.40 total_charge=0 lumo_energy_ha=0.0397
C 0.2596 1.9498 -2.4892
C 0.4767 0.8154 -1.8287
C -0.0929 0.5697 -0.5009
C 0.3082 -0.4211 0.2870
C -0.1061 -0.7088 1.6946
N -0.6894 -2.0142 1.8967
H 0.3704 2.1848 -3.5323
H -0.1844 2.7471 -1.8931
H 1.0197 0.0248 -2.3242
H -0.7771 1.3450 -0.1753
H 0.8674 -1.2383 -0.1816
H -0.7908 0.0673 2.0378
H 0.8128 -0.5830 2.2866
H 0.0021 -2.6831 2.2003
H -1.4760 -2.0554 2.5221